A 9-piece molecular cluster, C5H29N2O8 overall, computed with ωB97M-V/def2-TZVPD.

XYZ file:
```
44
Properties=species:S:1:pos:R:3:forces:R:3:lowdin_spin:R:1
H -2.4316 1.2417 2.0473 -0.50 0.15 2.19 0.00
O 3.2089 -0.7737 1.0142 -1.54 -4.34 -1.76 0.00
H 1.8091 -2.2249 1.7610 -2.47 -1.17 1.37 0.00
O 1.2424 -1.4979 -1.3432 0.36 -2.32 0.59 0.00
H 0.5218 2.7697 -0.5237 0.99 1.24 -0.04 0.02
H -0.8248 1.7007 -1.1566 0.66 0.82 1.16 0.01
O 0.9146 -2.6517 2.1288 3.15 -1.67 -1.86 0.00
H 2.2373 1.2926 -3.4924 0.69 -0.70 1.55 0.00
H -0.2049 -1.8027 0.0433 -1.18 2.62 0.98 0.00
H 2.8333 -1.1330 0.1369 1.06 1.42 1.77 0.00
C -1.1785 -0.3314 1.2923 -0.80 -2.68 3.94 0.00
H -2.5616 -2.0614 0.9914 -1.20 0.89 0.64 0.00
H 3.3713 0.1381 1.0438 -0.13 2.08 -0.31 0.00
O -2.3722 2.2379 -3.4043 2.15 0.10 -1.03 0.00
H 4.1441 1.8616 1.2780 0.23 0.32 0.39 0.00
O 2.3267 0.8050 -2.6236 1.41 1.39 0.54 0.00
H -0.0721 3.8374 1.7506 -0.25 0.76 -0.73 0.01
H 1.4234 -2.4218 -1.6857 -0.17 1.56 0.08 0.00
H 0.0448 -0.2781 -0.2961 0.02 0.16 -0.97 0.00
O -0.0097 -3.8633 -1.3608 -1.85 -0.17 1.74 0.00
H -0.6346 -4.6528 -1.1850 1.50 1.89 -0.32 0.00
C -2.1714 -1.5524 1.8959 3.08 0.55 -2.11 0.00
H -2.9765 -0.0938 -2.3863 -0.03 0.28 -0.30 0.00
H -1.4828 -0.9488 -0.6840 0.17 0.86 -0.26 0.00
H 3.7638 1.3317 2.6777 0.30 -0.02 0.30 0.00
H 3.1557 1.1332 -2.0996 -2.19 -0.71 -2.03 0.00
O -2.2571 0.2428 -1.8428 0.53 -0.26 0.43 0.00
N -0.5614 2.9998 2.0194 -0.84 -1.52 -4.53 0.32
N -0.7368 -0.8331 0.0170 1.98 -2.62 0.30 0.01
O 3.3992 1.6846 1.8646 -0.28 0.43 -0.51 0.00
H -0.2688 -0.3044 2.0673 -1.78 0.17 -1.97 0.00
H -1.5415 -2.4022 2.2378 0.03 1.08 0.48 0.00
C -0.4018 2.3198 -0.3198 -1.10 -1.45 -2.54 0.42
H -2.3827 2.9665 -2.7658 0.07 0.22 -0.64 0.00
H -2.7488 -1.1155 2.6757 -1.06 -0.26 0.21 0.00
C -1.9135 1.0116 1.1790 -0.84 -0.05 -2.05 0.02
H -2.8414 1.0037 0.4490 2.25 -0.10 0.64 0.01
H -1.8274 0.9788 -2.3472 -1.36 -0.85 -0.38 0.00
H 1.5240 -0.8287 -1.9463 0.78 0.64 -1.32 0.00
H 1.1236 -3.6766 2.0803 -0.59 3.09 0.26 0.00
C -0.9698 2.1481 0.8992 -0.02 1.91 3.89 0.16
H 0.1173 2.5878 2.5840 0.47 -1.72 2.61 0.02
H -1.5448 2.3068 -3.9913 -1.98 0.43 1.16 0.00
H -0.2449 -3.1515 -0.6801 0.25 -2.45 -1.57 0.00
```
Forces are in eV/Å.

## Properties
Spin multiplicity   2
⟨S²⟩   0.7684
Relative energy (zero: lowest compared OMol25 entry of this formula, charge and spin)   61.2 kcal/mol
Total charge   +2

---

C4H3N6 as an isolated structure, computed with ωB97M-V/def2-TZVPD.

XYZ file:
```
13
Properties=species:S:1:pos:R:3:forces:R:3:nbo_charge:R:1
H 0.8647 1.2414 -1.1992 0.31 -0.25 0.26 0.38
C -0.8604 -1.0292 1.8682 -2.85 -0.37 -2.65 0.05
N 0.3428 0.7466 1.5124 0.92 3.45 -1.25 -0.05
N 0.1209 -0.1718 2.2280 2.41 -2.21 3.92 -0.07
N 0.0266 0.6718 -1.2920 -2.56 2.59 3.21 -0.61
C -1.5050 -0.4789 0.7659 1.11 -1.55 1.00 -0.12
N -1.2022 1.9386 0.4423 -3.98 7.66 -0.52 0.12
N -2.8866 -1.7634 -0.9381 -1.69 -1.67 -2.23 -0.14
H 0.2310 -0.2717 -1.4568 0.57 -1.98 0.16 0.38
H -0.9851 -2.0264 2.3186 0.00 0.79 -0.17 0.29
C -2.2753 -1.2289 -0.1599 1.12 2.25 2.20 0.19
C -0.7040 0.7532 0.4577 3.24 -5.64 -3.95 0.16
N -1.6254 2.9752 0.4316 1.40 -3.08 0.04 0.41
```
Forces are in eV/Å.

## Properties
Spin multiplicity   1
Relative energy (zero: lowest compared OMol25 entry of this formula, charge and spin)   79.5 kcal/mol
Total charge   +1

---

A 10-piece molecular cluster, C40H77N3O33P6 overall, computed with ωB97M-V/def2-TZVPD.

XYZ file:
```
159
Properties=species:S:1:pos:R:3:forces:R:3:lowdin_spin:R:1
O 1.2069 -2.8056 3.3470 -2.14 -0.36 0.36 0.00
C 4.9595 -2.7683 -1.2661 0.51 0.49 -1.97 0.00
H 4.8831 -6.4337 -1.8137 0.24 0.63 0.09 0.00
C -3.9518 -3.1972 3.8696 0.85 0.63 0.03 0.00
O -2.3003 -4.9536 1.4210 -0.99 -0.38 0.62 0.00
O 4.4671 5.6007 5.2348 1.22 0.51 -0.06 0.19
H 2.9931 -0.1914 -1.0290 0.22 0.25 0.06 0.00
C 2.6472 2.0844 2.5882 -0.19 -0.74 0.28 0.01
H 1.2452 -4.1073 5.5051 -0.08 0.47 -0.70 0.00
H -0.4897 -4.7158 2.5580 -0.66 -0.34 0.23 0.00
H 8.0263 3.2558 -4.2778 -0.40 -0.31 -0.07 0.00
C 4.7746 2.8854 2.0579 1.87 1.11 -0.63 0.02
P -4.7435 3.8129 3.1802 -0.55 1.37 0.66 0.00
H 9.1745 1.9246 -4.7165 0.09 0.46 -0.05 0.00
H 1.6840 4.6187 -2.1045 -0.09 0.02 -0.01 0.00
H 3.7364 -7.1621 -2.7924 -0.45 0.26 -0.43 0.00
C -3.6471 -3.2095 -0.9550 -0.25 1.96 0.11 0.00
H -5.6996 -7.9215 2.0640 0.13 0.29 -0.50 0.00
O 1.3576 1.0112 -1.0307 -2.58 0.07 1.11 0.00
C 3.7936 2.0142 1.7688 -2.21 -0.94 0.07 0.10
H -1.1377 -0.8644 6.2506 0.57 0.26 -0.65 0.00
H -3.1943 2.7258 -5.0197 -0.18 0.10 -0.12 0.00
C -2.4116 -3.3013 -2.9960 -0.85 0.92 -0.12 0.00
O 5.5372 -0.0691 -2.8930 1.94 2.67 -1.86 0.00
C -4.3017 -2.0043 -1.4161 1.19 -0.58 -0.91 0.00
H 5.4657 4.5878 3.0890 -0.06 0.05 0.40 0.01
C 4.2702 -6.2174 -2.6887 -0.32 -0.19 0.46 0.00
C -4.3105 4.0895 -3.7395 1.08 -0.29 -0.95 0.00
H -3.6842 -2.3041 3.3050 0.09 0.17 0.08 0.00
O 3.3546 -5.0970 -2.4977 0.16 0.12 1.17 0.00
H 0.0463 2.4545 -6.7037 -0.18 -0.17 -0.24 0.00
O 1.1153 2.9662 -3.1559 -0.18 -0.75 -1.16 0.00
C -4.6550 4.4253 -2.4362 0.29 -0.55 -0.17 0.00
H 0.4088 2.3893 0.9806 -0.06 -0.88 -0.11 0.00
O -3.4524 4.1938 2.2641 -1.23 -1.36 0.44 0.00
H -1.7056 -3.8124 -3.6337 0.11 0.10 -0.13 0.00
H -2.3732 0.0133 0.7097 0.34 0.19 -0.78 0.00
C 3.5489 3.9019 3.8435 1.05 2.23 1.96 0.07
H 9.1360 2.6191 -3.0550 0.36 0.31 -0.35 0.00
H 2.9666 4.0287 -3.1236 -0.21 -0.30 -0.45 0.00
H 3.8397 1.5221 -4.8988 0.32 0.61 0.26 0.00
C 2.3033 0.2664 -1.7379 1.03 -1.39 -0.33 0.00
H -1.1908 -0.0095 -7.2063 0.75 0.21 -0.30 0.00
O -4.0850 3.3638 4.6114 0.86 0.34 -4.13 0.00
O 2.0151 -3.3959 -1.0587 2.14 -1.28 0.09 0.00
C 2.1386 3.7069 -2.4920 0.23 1.37 -0.09 0.00
H -3.8002 -3.5429 0.0608 -0.38 -0.04 0.00 0.00
C 5.7044 2.8605 -1.7221 0.58 0.22 0.32 0.00
H 0.5773 -4.6594 -1.9969 0.05 -0.14 0.59 0.00
H -4.4093 4.7178 -4.6124 -0.53 0.57 0.43 0.00
H 4.2555 -2.3028 -1.9560 -0.59 -0.10 0.38 0.00
C -1.6318 -1.6213 5.6415 -0.81 0.36 0.67 0.00
N -5.2485 5.7444 -2.1401 -0.63 -0.24 0.63 0.00
C -1.1515 0.6304 -6.3248 -0.76 0.28 -0.10 0.00
H -3.1077 -3.4741 4.5012 0.03 -0.25 -0.18 0.00
H -3.5265 1.4007 2.9362 -0.05 0.39 0.13 0.00
H 1.8983 -0.5784 -2.2949 -0.48 0.17 -0.10 0.00
O -0.2502 -0.4164 0.4181 -0.93 0.94 -0.10 0.00
O -1.0207 1.8907 -0.5614 1.56 -1.74 -0.48 0.00
C -4.8375 3.0125 5.7000 -0.07 0.97 2.33 0.00
H -1.9510 -2.3230 6.4121 -0.12 -0.52 -0.44 0.00
H -2.9872 5.7776 3.4146 0.61 0.06 0.42 0.00
H -3.5116 1.7206 -0.9023 -0.04 -0.27 -0.05 0.00
H -1.3255 2.5828 1.3452 0.05 -0.05 0.03 0.00
C -3.0967 -2.1598 -3.4772 0.53 -0.66 0.36 0.00
H -5.8950 2.7972 5.5470 0.18 -0.36 -0.30 0.00
O 4.4651 -3.8719 -0.5303 -1.77 -0.73 0.76 0.00
H 6.4336 3.6706 -1.7162 -0.46 0.42 0.29 0.00
H -4.3575 -0.4826 -3.0560 -0.37 -0.12 0.27 0.00
H 2.8759 -1.7368 2.6882 0.02 0.20 0.59 0.00
H 2.4744 -3.6386 6.5800 0.45 1.06 -0.25 0.00
O -4.2244 -6.4927 1.8187 1.43 1.66 0.49 0.00
H -2.2537 5.8697 1.8659 -0.21 -0.42 -0.42 0.00
O 1.4474 -1.9458 5.6542 -0.63 -0.53 -0.22 0.00
H -4.6249 3.7712 -0.3834 -0.06 0.00 0.03 0.00
C -0.5670 2.6397 0.5645 0.30 0.97 1.20 0.00
H 6.1692 2.0868 -1.1110 -0.33 -0.39 -0.15 0.00
O 2.3396 5.0949 5.3813 -1.54 0.24 1.01 0.21
H -0.3320 -4.8220 0.8437 -0.25 -0.48 -0.16 0.00
O -4.2748 -4.1903 2.9072 0.74 -2.11 -0.25 0.00
O -5.2777 -1.5544 0.6613 0.05 -0.58 0.33 0.00
H 4.2563 0.9567 -6.4507 0.51 -0.35 -0.07 0.00
H -2.8861 -1.8228 -4.4814 0.09 0.13 -0.03 0.00
C -1.5864 -0.7112 0.9195 -0.36 -0.75 0.67 0.00
C -3.7637 2.3609 -1.7347 1.10 -1.51 0.86 0.00
C -4.5162 1.3034 2.4899 0.24 -1.01 -0.33 0.00
C 4.6180 1.6102 -5.6569 -0.12 -0.04 -0.91 0.00
O -0.6710 -0.1823 -2.1793 0.72 1.71 3.33 0.00
C -4.9190 -7.4199 2.6359 -0.60 -0.72 0.09 0.00
H -1.6595 -0.7916 2.0041 1.14 0.41 0.27 0.00
C -3.9875 -1.4311 -2.6957 0.05 -1.59 1.53 0.00
H 1.8479 1.3631 2.5035 -0.06 -0.22 -0.26 0.00
C 4.6738 3.8573 3.0145 0.44 0.43 0.33 0.08
H -4.2393 -8.2137 2.9455 0.00 0.26 0.49 0.00
H -0.3828 3.6923 0.3496 -0.61 0.06 -0.70 0.00
O -2.5422 -5.9757 3.8476 -1.07 0.79 -1.99 0.00
C -0.9945 -4.4552 1.6277 2.16 0.35 -0.24 0.00
O 2.5963 -5.7012 -0.0613 1.26 1.42 -1.05 0.00
H -1.5529 4.7102 2.9979 -0.27 -0.12 0.24 0.00
H 3.1395 -3.3763 3.4033 0.22 -0.01 -0.45 0.00
P 3.0949 -4.6066 -0.9484 -0.65 -0.55 0.13 0.00
H 0.9304 0.9442 -6.5804 0.47 0.17 0.44 0.00
P -0.1949 0.5221 -0.8946 -0.13 -0.62 -3.41 0.00
H -5.4565 -6.9225 3.4433 0.40 -0.06 0.30 0.00
O -5.6682 6.0108 -1.0261 0.52 -0.80 0.02 0.00
H -2.4977 -1.1794 5.1484 -0.01 0.07 0.24 0.00
C -2.4856 5.1656 2.6650 -0.45 0.94 0.53 0.00
H 4.7204 3.1100 -1.3250 0.33 0.17 0.07 0.00
H 1.7298 2.9094 4.3629 -0.14 0.04 -0.14 0.01
H 0.0595 -3.0311 -1.3216 -0.17 -0.40 0.09 0.00
H 2.5679 3.1980 -1.6290 -0.54 -0.65 -0.21 0.00
H 4.7748 2.5820 -6.1249 -0.69 0.21 0.50 0.00
C 0.8410 -3.6199 -1.8019 -0.75 0.96 -1.00 0.00
O -5.3189 2.4786 2.5186 0.73 0.50 0.25 0.00
H 5.6889 -3.1705 -1.9692 0.49 0.17 0.27 0.00
N 3.4782 4.9182 4.9056 -0.35 -2.67 -2.76 0.24
O -5.7657 -0.2321 -0.9572 0.47 -1.15 0.06 0.00
C 0.1001 1.5113 -6.1598 -0.68 -0.66 -1.32 0.00
C -3.5804 2.9112 -4.0283 -0.83 0.93 1.00 0.00
H -4.7585 -2.9191 4.5478 -0.47 -0.50 -0.35 0.00
P 6.1633 1.1303 -3.6136 -0.83 -1.94 0.91 0.00
C 1.0685 2.8354 -4.5102 3.48 2.30 -0.82 0.00
O 0.2721 1.8286 -4.8002 -0.16 -0.03 0.83 0.00
H 3.8726 1.3470 0.9233 -0.10 -0.27 0.03 0.01
O 5.5565 2.5095 -3.0987 0.11 -0.53 -0.75 0.00
O 7.7664 1.2765 -3.4481 -2.28 -0.82 -0.12 0.00
H 0.9724 -3.1620 -2.7822 0.04 0.05 -0.17 0.00
H -1.9009 -1.7158 0.6370 0.07 0.19 -0.79 0.00
H 4.8908 -6.0212 -3.5630 -0.16 0.10 0.14 0.00
C -2.6333 -3.7943 -1.7117 -0.73 0.55 -1.23 0.00
H 5.6710 2.8552 1.4563 0.33 0.11 -0.14 0.00
H 0.8303 -3.4958 7.0218 -0.28 0.81 0.12 0.00
P 0.5568 -1.7025 4.2880 2.56 0.29 -0.40 0.00
C 2.5486 2.9477 3.6597 -0.27 0.09 -0.29 0.06
O -5.8179 4.8395 3.3230 1.66 -1.38 -0.24 0.00
H 5.3813 -1.9481 -0.6852 -0.05 -0.55 0.48 0.00
C -3.2954 2.0350 -3.0012 -0.24 0.66 -0.96 0.00
H -2.6835 1.2025 -3.3160 0.09 -0.44 0.92 0.00
C 1.5118 -3.3047 6.1928 -0.52 -0.69 0.05 0.00
O -5.3316 6.5094 -3.0598 0.12 0.80 -1.26 0.00
O -0.8727 -2.2625 4.6245 0.22 -0.65 0.09 0.00
H -2.0391 -4.6576 -1.4509 -0.32 -0.05 0.70 0.00
H 2.4033 -3.0404 1.7346 0.12 -0.72 0.21 0.00
C -4.3793 3.5282 -1.4066 -0.66 1.11 -0.36 0.00
H -4.7658 3.8990 6.3302 -0.60 0.01 0.49 0.00
H -2.0495 1.2347 -6.4531 -0.06 0.18 0.35 0.00
O 1.7641 3.5075 -5.3347 -2.50 -2.24 2.67 0.00
H -4.3813 0.9516 1.4671 -0.11 0.37 -0.19 0.00
H 2.8638 0.8731 -2.4492 -0.12 0.30 0.21 0.00
N -5.2118 -1.2362 -0.5025 0.36 1.09 -0.86 0.00
H -0.8521 -3.3787 1.5328 -0.96 0.22 0.14 0.00
H -1.3428 -0.0768 -5.5176 0.38 0.32 0.42 0.00
H -5.0300 0.4791 2.9846 -0.21 0.21 0.22 0.00
O 0.5763 -0.3705 3.6556 -0.07 -0.67 1.29 0.00
P -3.2324 -5.4610 2.6180 -0.75 0.34 1.11 0.00
O 5.9307 1.2265 -5.2131 0.20 -0.41 1.66 0.00
H -4.2565 2.2737 6.2521 -0.51 -0.54 -0.15 0.00
C 8.5503 2.3625 -3.9376 0.56 -0.36 0.51 0.00
C 2.4954 -2.7539 2.7823 0.43 0.72 -0.55 0.00
```
Forces are in eV/Å.

## Properties
Spin multiplicity   2
⟨S²⟩   0.7637
Total charge   -1

---

C5H11NO2S as an isolated structure, computed with ωB97M-V/def2-TZVPD.

XYZ file:
```
20
Properties=species:S:1:pos:R:3:forces:R:3:nbo_charge:R:1
C -0.8245 1.5022 0.0678 -2.71 -0.27 0.85 -0.49
H -2.5416 -1.9466 0.2346 0.48 1.52 0.21 0.23
H 0.6977 2.3082 1.4693 -0.77 -2.54 -1.01 0.25
H -3.3246 -0.4784 1.0427 1.20 -0.27 -1.62 0.22
H -0.5293 2.1715 -0.7296 -0.39 0.36 0.04 0.20
C 1.4931 0.4172 0.4800 -1.85 2.04 1.26 -0.22
O 1.9478 -1.4951 -0.9039 -3.80 1.29 2.92 -0.59
C 1.1914 -0.9762 -0.0288 3.43 -1.07 -0.89 0.79
S -1.7262 0.1341 -0.9284 0.67 0.06 1.43 0.17
H 0.9288 2.0425 -1.1310 4.36 -3.23 2.43 0.35
N 1.9386 1.4057 -0.4024 2.02 -0.08 -7.49 -0.81
C -2.3803 -0.8460 0.4786 0.80 0.39 3.71 -0.80
H 2.3509 0.3054 1.1831 -0.77 -0.27 0.08 0.24
H -1.5353 -0.6898 1.4125 -2.45 -0.98 -2.86 0.25
O 0.3633 -1.5872 0.8806 1.01 -0.03 -1.89 -0.68
C 0.3072 1.2383 1.0807 -0.91 -0.37 2.93 -0.43
H -1.7450 1.9406 0.6092 1.75 -0.21 -0.71 0.24
H 0.0356 -2.3797 0.4453 -0.02 -0.64 0.14 0.50
H 2.6552 0.6610 -1.1759 -2.87 3.40 2.17 0.38
H -0.1545 0.7241 2.0273 0.83 0.92 -1.68 0.22
```
Forces are in eV/Å.

## Properties
Spin multiplicity   1
Relative energy (zero: lowest compared OMol25 entry of this formula, charge and spin)   117.7 kcal/mol

---

What are the E values for these records? In order: -24995.9002, -13122.7577, -170503.2131, -21779.1803 eV.